The following is a DFT calculation (ωB97M-V/def2-TZVPD) of a molecular structure, C18H21BrHgN2O3.

Last column: Löwdin charge in e.
Positions of all 46 atoms, in Å:
C 0.265 1.520 1.723  -0.23
C -0.297 0.476 2.506  -0.20
C 0.571 -0.657 2.424  -0.18
H -1.228 0.526 3.070  0.06
C 1.664 -0.317 1.576  -0.20
C 1.478 1.033 1.140  -0.23
H 2.132 1.580 0.466  0.03
H -0.172 2.505 1.578  0.04
H 0.429 -1.609 2.938  0.06
H 2.487 -0.973 1.311  0.06
Hg -0.271 2.449 -1.551  0.92
Br -2.808 2.441 -2.057  -0.03
C -0.122 3.136 -4.037  -0.26
C 1.111 3.279 -3.361  -0.25
C 0.940 4.266 -2.315  -0.27
H 2.072 2.884 -3.692  0.08
C -0.425 4.723 -2.375  -0.28
C -1.086 4.002 -3.438  -0.43
H -2.024 4.283 -3.910  0.05
H -0.299 2.528 -4.921  0.09
H 1.725 4.672 -1.688  0.08
H -0.876 5.517 -1.780  0.08
C -0.995 -5.928 2.090  -0.11
C -0.604 -4.544 1.596  -0.18
C -1.527 -3.948 0.501  -0.27
C -1.736 -4.945 -0.684  -0.18
C -0.460 -5.529 -1.253  -0.11
C -2.917 -3.649 1.094  -0.40
O -3.706 -4.515 1.449  0.02
N -3.261 -2.323 1.221  0.18
C -2.517 -1.189 0.835  -0.55
O -2.955 -0.082 1.159  -0.01
N -1.364 -1.397 0.140  0.18
C -0.844 -2.616 0.005  -0.47
O 0.296 -2.756 -0.502  -0.04
H -2.072 -5.978 2.290  0.06
H -0.454 -6.139 3.017  0.06
H -0.735 -6.707 1.365  0.06
H -0.614 -3.837 2.444  0.12
H 0.424 -4.564 1.201  0.12
H -2.399 -5.751 -0.340  0.10
H -2.269 -4.397 -1.476  0.12
H -0.060 -6.326 -0.621  0.05
H -0.660 -5.949 -2.240  0.06
H 0.293 -4.742 -1.346  0.06
H -4.139 -2.116 1.671  0.14

Summary:
Highest occupied orbital energy: -0.4 eV
Total charge: -2
E_LUMO: 4.40 eV
Strongest force on any atom: 0.072 Eh/bohr
Energy relative to the best compared isomer or geometry (same formula, charge and spin): 41.2 kcal/mol
Frontier orbital gap: 4.84 eV

***

The following is a DFT calculation (ωB97M-V/def2-TZVPD) of a gas-phase ion, C5H4IN2 (charge +1).

Last column: Löwdin charge in e.
Positions of all 12 atoms, in Å:
C 2.945 -1.360 0.137  0.28
C 1.993 -0.599 0.002  -0.07
C -1.119 1.265 0.009  -0.13
C 0.934 0.166 -0.134  0.04
C -1.741 0.004 -0.062  -0.82
N -0.999 -1.022 -0.164  0.16
N 0.227 1.231 -0.022  0.09
I -3.867 -0.047 0.054  0.94
H 3.787 -1.974 0.305  0.07
H -1.637 2.202 0.094  0.12
H -1.237 -1.996 -0.237  0.11
H 0.715 2.130 0.018  0.22

Summary:
Highest occupied orbital energy (alpha / beta): -12.7 / -12.7 eV
Total charge: +1
E_LUMO (alpha / beta): -6.29 / -6.29 eV
Strongest force on any atom: 0.068 Eh/bohr
Energy relative to the best compared isomer or geometry (same formula, charge and spin): 94.4 kcal/mol
Frontier orbital gap (alpha / beta): 6.38 / 6.38 eV